[1]
DFT (the ωB97M-V functional and the def2-TZVPD basis) results for a 10-piece molecular cluster, C13H41N19O9 overall.

```
82
C13H41N19O9 (the ωB97M-V functional and the def2-TZVPD basis)
C 3.528 -0.529 -2.102
C 3.384 -1.783 -2.809
C 3.877 -2.832 -2.008
N 4.264 -2.280 -0.788
C 4.028 -0.912 -0.886
H 3.116 0.377 -2.518
H 2.965 -1.829 -3.803
H 4.019 -3.876 -2.246
H 4.612 -2.643 0.088
H 4.097 -0.317 0.013
N 1.537 -3.032 2.140
C 1.665 -4.267 1.794
N 2.878 -4.616 2.118
O 0.865 -4.907 1.142
H 2.327 -2.523 2.511
H 0.684 -2.510 1.998
H 3.534 -3.979 2.546
H 3.248 -5.403 1.604
N 0.438 5.931 -2.293
C 0.518 5.017 -1.384
N 0.001 3.847 -1.770
O 0.991 5.254 -0.297
H 0.017 5.764 -3.196
H 1.001 6.728 -2.034
H -0.273 3.665 -2.725
H 0.010 3.180 -1.012
N -4.282 2.478 -0.647
C -4.535 3.701 -1.157
N -3.515 4.430 -0.876
O -5.554 4.044 -1.768
H -3.401 2.227 -0.221
H -4.932 1.857 -1.106
H -3.623 5.367 -1.236
H -2.665 4.112 -0.433
N -1.554 -4.168 0.300
C -1.905 -4.568 -0.914
N -1.747 -5.829 -1.116
O -2.518 -3.879 -1.771
H -0.735 -4.684 0.590
H -1.643 -3.169 0.419
H -1.791 -6.078 -2.094
H -1.259 -6.355 -0.405
N 0.878 -1.552 -0.325
C -0.073 -0.828 0.179
N -0.214 0.373 -0.342
O -0.815 -1.227 1.026
H 1.635 -0.982 -0.673
H 0.986 -2.469 0.084
H 0.501 0.768 -0.937
H -0.859 0.982 0.139
N -2.523 1.280 2.341
C -2.068 2.366 1.834
N -1.983 3.338 2.701
O -1.702 2.489 0.662
H -2.711 0.521 1.700
H -2.977 1.141 3.232
H -2.309 3.217 3.650
H -1.736 4.298 2.509
N 2.524 2.588 -0.327
C 2.145 2.259 0.876
N 1.636 3.230 1.505
O 2.386 1.170 1.406
H 2.415 3.485 -0.778
H 2.914 1.850 -0.896
H 1.479 4.057 0.947
H 1.440 3.097 2.487
N -2.051 -1.042 -2.730
C -1.146 -0.865 -3.721
N -0.204 -1.869 -3.663
O -1.182 0.130 -4.462
H -2.045 -1.950 -2.289
H -2.782 -0.346 -2.688
H 0.503 -1.964 -4.378
H -0.211 -2.279 -2.739
N -1.294 -1.478 4.056
C -0.228 -0.959 4.537
N 0.228 -0.136 3.552
O 0.173 -0.946 5.669
H -1.955 -1.884 4.702
H -1.548 -1.074 3.166
H 1.008 0.462 3.782
H 0.093 -0.262 2.559
```

HOMO level, eV: -8.96
Total energy, Eh: -2237.7517
LUMO level, hartree: 0.0009
Orbital gap, eV: 8.99
Spin multiplicity: 1
SMILES: c1cc[nH]c1.NC(N)=O.NC(N)=O.NC(N)=O.NC(N)=O.NC(N)=O.NC(N)=O.NC(N)=O.NC(N)=O.NC(N)=O
Strongest force on any atom, eV/Å: 5.71
Energy relative to the best compared isomer or geometry (same formula, charge and spin), kJ/mol: 287.3

[2]
DFT (the ωB97M-V functional and the def2-TZVPD basis) results for C13H43ClIInN14O26PS as an isolated structure.

```
101
C13H43ClIInN14O26PS (the ωB97M-V functional and the def2-TZVPD basis)
N 2.788 -1.274 2.414
In 1.789 0.596 2.756
Cl 2.344 1.311 5.039
I 2.881 2.388 0.920
P -0.686 0.146 2.426
S -0.824 -1.280 1.046
H 2.065 -1.956 2.666
H 2.800 -1.322 1.390
H -1.447 1.273 2.055
H -1.234 -0.321 3.660
C -3.678 2.022 -0.507
N -3.841 2.781 0.760
O -2.943 2.699 1.575
O -4.865 3.430 0.895
H -2.726 1.498 -0.479
H -4.501 1.321 -0.576
H -3.703 2.739 -1.324
C -5.578 0.646 3.412
N -5.073 -0.334 2.412
O -5.853 -0.723 1.559
O -3.919 -0.672 2.521
H -6.620 0.859 3.195
H -5.470 0.196 4.395
H -4.972 1.546 3.324
C 5.546 -0.522 -1.926
N 5.420 0.219 -0.642
O 6.329 0.107 0.161
O 4.414 0.885 -0.488
H 6.485 -1.068 -1.923
H 4.703 -1.205 -1.995
H 5.525 0.210 -2.729
C -6.798 -0.720 -3.344
N -6.107 0.466 -2.777
O -6.783 1.434 -2.498
O -4.905 0.376 -2.632
H -7.859 -0.505 -3.418
H -6.373 -0.910 -4.327
H -6.619 -1.554 -2.670
C 5.182 -3.699 2.782
N 5.460 -5.160 2.857
O 5.345 -5.703 3.937
O 5.785 -5.713 1.823
H 4.907 -3.343 3.768
H 6.090 -3.212 2.436
H 4.366 -3.553 2.081
C -6.027 -5.170 -4.235
N -7.025 -4.122 -4.577
O -6.878 -3.523 -5.621
O -7.925 -3.937 -3.779
H -5.291 -5.222 -5.031
H -5.561 -4.885 -3.295
H -6.561 -6.112 -4.139
C 6.327 -1.851 -6.094
N 5.101 -1.382 -5.394
O 4.632 -2.101 -4.539
O 4.654 -0.304 -5.733
H 6.607 -2.819 -5.691
H 6.092 -1.925 -7.152
H 7.107 -1.116 -5.915
C 7.199 0.513 3.618
N 5.963 0.979 4.299
O 5.485 0.254 5.151
O 5.526 2.056 3.950
H 7.477 -0.454 4.025
H 6.976 0.439 2.555
H 7.965 1.243 3.806
C -0.467 3.150 7.149
N -1.306 3.133 5.923
O -2.389 2.578 5.987
O -0.849 3.677 4.943
H -0.996 2.634 7.943
H 0.467 2.644 6.914
H -0.297 4.191 7.411
C -3.321 5.682 1.927
N -2.429 6.768 1.441
O -2.302 7.753 2.144
O -1.889 6.595 0.368
H -3.730 5.975 2.888
H -4.110 5.555 1.195
H -2.725 4.782 2.024
C 11.877 1.573 4.445
N 10.432 1.244 4.321
O 9.984 1.102 3.199
O 9.806 1.143 5.354
H 12.306 1.631 3.450
H 11.953 2.528 4.957
H 12.344 0.779 5.022
C 1.668 0.741 -6.737
N 0.804 0.728 -7.948
O -0.274 0.175 -7.865
O 1.241 1.275 -8.941
H 1.154 0.221 -5.935
H 2.596 0.237 -6.991
H 1.845 1.780 -6.472
C -10.887 -3.803 -4.331
N -12.148 -3.355 -3.681
O -12.616 -4.064 -2.814
O -12.621 -2.305 -4.066
H -10.583 -4.746 -3.891
H -11.091 -3.919 -5.393
H -10.138 -3.038 -4.157
```

HOMO level, eV: -4.61
Charge: -1
Total energy, Eh: -4930.4058
LUMO level, hartree: 0.0264
Orbital gap, eV: 5.33
Spin multiplicity: 1
Strongest force on any atom, eV/Å: 2.79
Energy relative to the best compared isomer or geometry (same formula, charge and spin), kJ/mol: 104.3

[3]
DFT (the ωB97M-V functional and the def2-TZVPD basis) results for a 9-piece molecular cluster, C13H44N14O9 overall.

```
80
C13H44N14O9 (the ωB97M-V functional and the def2-TZVPD basis)
N -2.940 -4.185 -2.409
C -2.957 -3.334 -1.337
N -2.096 -3.664 -0.316
O -3.763 -2.430 -1.213
H -3.778 -4.258 -2.955
H -2.198 -4.842 -2.566
H -2.211 -3.129 0.547
H -1.328 -4.299 -0.434
N -0.259 -0.786 0.007
C 0.680 0.141 -0.283
N 1.451 0.513 0.769
O 0.783 0.707 -1.380
H -0.354 -1.106 0.958
H -0.738 -1.373 -0.652
H 1.422 -0.088 1.577
H 2.234 1.130 0.679
N 3.090 4.222 3.317
C 3.526 3.118 2.639
N 4.572 3.349 1.784
O 2.967 2.036 2.685
H 2.258 4.171 3.874
H 3.662 5.039 3.423
H 5.171 4.146 1.893
H 4.898 2.504 1.351
N 3.612 0.642 -1.846
C 3.995 -0.122 -2.917
N 3.281 0.152 -4.051
O 4.835 -1.004 -2.848
H 2.736 1.144 -1.824
H 4.125 0.455 -1.006
H 3.420 -0.433 -4.851
H 2.729 0.991 -4.073
N 2.330 -1.543 4.886
C 2.196 -1.868 3.562
N 3.189 -2.647 3.063
O 1.213 -1.537 2.905
H 3.125 -1.889 5.388
H 1.685 -0.864 5.246
H 3.017 -3.093 2.180
H 4.026 -2.859 3.572
N -3.282 -2.453 4.206
C -2.226 -2.544 3.333
N -1.045 -2.718 3.987
O -2.295 -2.232 2.151
H -3.165 -2.803 5.139
H -4.222 -2.282 3.899
H -1.067 -3.024 4.942
H -0.168 -2.518 3.505
N -0.689 -1.191 -6.084
C -0.729 -1.928 -4.922
N -1.951 -1.993 -4.318
O 0.252 -2.487 -4.456
H -1.502 -0.622 -6.228
H 0.218 -1.039 -6.478
H -2.028 -2.429 -3.413
H -2.731 -1.481 -4.687
C 0.541 2.280 -4.809
C 0.038 3.266 -3.780
C -1.423 3.107 -3.411
O 0.820 3.197 -2.589
H 0.027 2.360 -5.770
H 0.468 1.276 -4.381
H 1.590 2.458 -5.061
H 0.221 4.295 -4.108
H -1.605 2.048 -3.171
H -2.091 3.279 -4.259
H -1.671 3.665 -2.514
H 0.692 2.355 -2.123
C -1.643 1.110 2.770
C -2.946 1.874 2.818
C -4.106 0.933 3.048
O -2.930 2.732 3.981
H -1.482 0.669 3.762
H -0.720 1.619 2.498
H -1.753 0.231 2.129
H -3.084 2.407 1.873
H -3.927 0.361 3.972
H -4.102 0.072 2.367
H -5.086 1.394 3.121
H -2.800 3.645 3.714
```

HOMO level, eV: -8.80
Total energy, Eh: -1965.7566
LUMO level, hartree: 0.0064
Orbital gap, eV: 8.98
Spin multiplicity: 1
SMILES: NC(N)=O.NC(N)=O.NC(N)=O.NC(N)=O.NC(N)=O.NC(N)=O.NC(N)=O.CC(C)O.CC(C)O
Strongest force on any atom, eV/Å: 1.92
Energy relative to the best compared isomer or geometry (same formula, charge and spin), kJ/mol: 89.9

[4]
DFT (the ωB97M-V functional and the def2-TZVPD basis) results for a 9-piece molecular cluster, C13H44O13 overall.

```
70
C13H44O13 (the ωB97M-V functional and the def2-TZVPD basis)
O -2.722 -2.693 1.447
C -2.190 -3.971 1.557
C -3.124 -4.923 2.251
O -3.296 -4.539 3.629
H -3.567 -2.725 0.992
H -1.924 -4.317 0.559
H -1.241 -3.787 2.063
H -2.753 -5.947 2.205
H -4.163 -4.981 1.929
H -3.696 -3.668 3.675
O 3.081 0.767 -0.294
C 3.655 1.293 -1.470
C 2.641 1.982 -2.383
O 2.635 3.422 -2.210
H 3.386 1.299 0.444
H 4.509 1.887 -1.143
H 4.126 0.449 -1.974
H 1.605 1.709 -2.185
H 2.783 1.692 -3.424
H 1.927 3.797 -2.740
O 4.145 1.569 2.146
C 4.066 0.849 3.365
C 2.713 0.117 3.531
O 2.327 -0.323 4.840
H 4.927 2.125 2.131
H 4.936 0.225 3.571
H 4.088 1.584 4.169
H 2.749 -0.753 2.875
H 1.876 0.740 3.216
H 3.001 -0.888 5.225
O -0.570 -1.055 -5.651
C -0.503 -0.171 -4.563
C -0.473 -1.039 -3.306
O -1.754 -1.461 -2.827
H -1.473 -1.376 -5.707
H 0.375 0.472 -4.615
H -1.305 0.566 -4.608
H 0.051 -0.496 -2.519
H 0.028 -1.980 -3.530
H -1.752 -1.299 -1.880
C -2.808 2.154 -2.105
O -3.632 2.732 -1.094
H -3.148 1.152 -2.365
H -2.943 2.684 -3.048
H -1.742 2.174 -1.880
H -4.011 3.531 -1.468
C 2.069 -2.549 -0.304
O 3.350 -1.927 -0.301
H 1.416 -2.139 -1.074
H 2.144 -3.617 -0.510
H 1.706 -2.355 0.705
H 3.221 -0.980 -0.395
C 1.099 3.092 1.313
O 0.941 4.377 0.842
H 1.864 3.195 2.084
H 0.162 2.670 1.674
H 1.491 2.504 0.483
H 0.996 4.966 1.598
C -0.576 0.239 0.500
O -1.044 -0.932 -0.129
H -0.525 0.129 1.583
H 0.383 0.516 0.062
H -1.294 1.024 0.263
H -1.547 -1.430 0.519
C -4.641 0.486 0.736
O -3.894 1.512 1.317
H -5.446 0.874 0.113
H -4.057 -0.093 0.020
H -4.952 -0.201 1.523
H -3.705 2.059 0.550
```

HOMO level, eV: -9.50
Total energy, Eh: -1499.6235
LUMO level, hartree: 0.0134
Orbital gap, eV: 9.86
Spin multiplicity: 1
SMILES: OCCO.OCCO.OCCO.OCCO.CO.CO.CO.CO.CO
Strongest force on any atom, eV/Å: 2.18
Energy relative to the best compared isomer or geometry (same formula, charge and spin), kJ/mol: 94.2

[5]
DFT (the ωB97M-V functional and the def2-TZVPD basis) results for C13H45HgN6O14 as an isolated structure.

```
79
C13H45HgN6O14 (the ωB97M-V functional and the def2-TZVPD basis)
Hg 2.722 2.594 3.234
C 1.224 -0.218 0.359
C 0.285 0.824 1.032
O 1.015 1.782 1.762
H 1.625 -0.947 1.064
H 2.091 0.287 -0.068
H 0.688 -0.596 -0.511
H -0.413 0.216 1.609
H -0.391 1.323 0.338
C -3.508 1.354 -2.567
C -3.196 0.623 -1.199
O -4.178 -0.326 -0.805
O -3.803 0.507 -3.668
H -2.778 2.094 -2.896
H -4.398 1.953 -2.375
H -3.114 1.342 -0.384
H -2.363 -0.076 -1.266
H -5.024 0.125 -0.753
H -4.228 0.965 -4.397
C -4.950 -1.114 2.412
C -3.496 -1.551 2.531
O -2.912 -2.004 1.339
O -5.884 -2.054 2.014
H -4.832 -0.223 1.796
H -5.360 -0.703 3.335
H -3.445 -2.261 3.356
H -2.857 -0.722 2.838
H -3.293 -1.467 0.641
H -5.652 -2.898 2.408
C 3.700 -1.982 -1.629
C 4.377 -3.226 -1.185
O 4.889 -3.956 -2.323
O 4.597 -1.152 -2.288
H 3.234 -1.557 -0.739
H 3.034 -2.295 -2.433
H 3.537 -3.718 -0.696
H 5.148 -3.089 -0.427
H 4.262 -3.657 -2.986
H 4.039 -0.440 -2.609
C 1.060 1.526 -4.959
C 1.589 1.460 -3.505
O 2.949 0.948 -3.460
O 0.923 0.197 -5.514
H 1.887 1.920 -5.550
H 0.173 2.065 -5.292
H 0.873 0.877 -2.925
H 1.376 2.459 -3.124
H 3.313 1.459 -2.732
H 1.790 -0.208 -5.596
C -0.711 5.087 1.548
O -0.244 5.135 0.371
N -1.290 6.166 2.058
N -0.754 4.011 2.326
H -1.823 6.085 2.912
H -1.418 6.983 1.477
H -0.172 3.237 2.038
H -1.128 4.064 3.263
C -0.160 -3.539 -0.518
O 0.715 -4.082 -1.224
N -0.124 -3.364 0.759
N -1.126 -2.790 -0.992
H 0.481 -3.910 1.356
H -0.927 -2.889 1.148
H -1.875 -2.611 -0.338
H -1.232 -2.792 -1.996
C 1.090 -1.871 5.069
O 1.254 -1.010 5.834
N 0.579 -1.744 3.932
N 1.509 -3.050 5.347
H 0.765 -2.472 3.257
H 0.224 -0.877 3.554
H 1.477 -3.789 4.659
H 1.781 -3.267 6.295
O 1.923 3.381 -0.267
H 1.561 2.716 0.319
H 1.355 4.141 -0.146
O 3.976 2.053 -1.446
H 3.312 2.597 -1.022
H 4.654 1.941 -0.779
```

HOMO level, eV: -11.45
Charge: +1
Total energy, Eh: -2057.1291
LUMO level, hartree: -0.3492
Orbital gap, eV: 1.95
Spin multiplicity: 1
Strongest force on any atom, eV/Å: 8.56

[6]
DFT (the ωB97M-V functional and the def2-TZVPD basis) results for a 11-piece molecular cluster, C13H48N6O11 overall.

```
78
C13H48N6O11 (the ωB97M-V functional and the def2-TZVPD basis)
N -20.610 3.495 -9.222
C -19.975 3.550 -10.358
N -19.686 2.385 -10.901
O -19.716 4.821 -10.970
H -21.138 4.385 -8.979
H -20.919 2.603 -8.829
H -19.040 2.612 -11.748
H -19.652 1.471 -10.404
N -17.952 5.873 -9.123
C -17.730 5.381 -7.969
N -18.335 4.307 -7.635
O -16.874 6.101 -7.089
H -17.404 6.698 -9.314
H -18.689 5.555 -9.746
H -18.046 3.900 -6.732
H -19.180 3.965 -8.103
N -17.029 0.814 -11.931
C -17.478 1.402 -13.014
N -17.656 2.722 -12.969
O -17.683 0.659 -14.176
H -17.144 -0.203 -11.945
H -16.876 1.226 -10.980
H -18.040 3.165 -13.819
H -17.280 3.315 -12.213
C -20.827 3.734 -14.859
C -19.831 2.862 -15.607
O -18.543 3.392 -15.451
H -20.677 3.722 -13.780
H -21.855 3.374 -15.048
H -20.855 4.853 -15.048
H -20.049 3.086 -16.655
H -19.779 1.793 -15.451
H -18.074 3.401 -16.341
C -19.257 0.502 -8.164
C -19.063 -0.526 -9.249
O -19.867 -0.527 -10.336
H -20.293 0.478 -7.798
H -19.040 1.538 -8.529
H -18.685 0.308 -7.231
H -19.152 -1.581 -8.865
H -18.069 -0.401 -9.604
H -19.791 -1.439 -10.766
C -22.594 6.047 -9.536
O -21.568 5.906 -8.532
H -23.116 6.989 -9.631
H -23.324 5.231 -9.454
H -22.052 5.878 -10.479
H -20.911 6.569 -8.597
C -20.660 7.685 -12.169
O -20.149 6.554 -12.885
H -21.719 7.842 -12.433
H -20.175 8.591 -12.456
H -20.526 7.559 -11.125
H -20.341 5.770 -12.406
C -16.600 5.710 -12.493
O -16.841 4.830 -11.437
H -17.315 6.452 -12.539
H -16.619 5.166 -13.397
H -15.590 6.219 -12.366
H -16.955 5.312 -10.656
C -21.486 3.220 -5.994
O -20.457 2.326 -6.233
H -21.315 4.192 -6.498
H -21.673 3.507 -4.933
H -22.431 2.864 -6.442
H -19.594 2.629 -5.949
C -23.635 1.577 -8.960
O -22.394 0.849 -9.221
H -23.395 2.522 -8.426
H -24.208 1.011 -8.305
H -24.133 1.867 -9.851
H -22.252 0.816 -10.145
C -21.504 0.523 -13.078
O -21.884 1.523 -12.108
H -21.112 -0.357 -12.513
H -20.775 0.933 -13.687
H -22.294 0.181 -13.688
H -21.099 1.980 -11.749
```

HOMO level, eV: -8.80
Total energy, Eh: -1680.1219
LUMO level, hartree: 0.0098
Orbital gap, eV: 9.06
Spin multiplicity: 1
SMILES: NC(N)=O.NC(N)=O.NC(N)=O.CCO.CCO.CO.CO.CO.CO.CO.CO
Strongest force on any atom, eV/Å: 10.37
Energy relative to the best compared isomer or geometry (same formula, charge and spin), kJ/mol: 53.6